Record 1
This record from the OMol25 dataset describes a structure of composition O4PRb5 in a non-equilibrium geometry. The level of theory is ωB97M-V/def2-TZVPD.

Values from the calculation:
Charge   +2
ΔE to the lowest compared entry with this formula, charge and spin   291.8 kcal per mole
2S+1   1
HOMO energy   -15.35 eV
Kohn-Sham gap   0.327 Ha

XYZ file:
```
10
Properties=species:S:1:pos:R:3:forces:R:3:lowdin_charge:R:1
Rb -1.79008 1.97075 -1.44127 -9.534 11.835 -7.643 1.275
O -0.76384 0.69732 -0.59469 9.756 -9.088 4.042 -1.457
Rb 2.12913 1.07050 1.87239 3.932 2.669 8.156 1.303
P 0.27699 -0.15197 0.19501 6.383 -1.860 1.530 -0.229
O -0.07020 -0.10970 1.74114 2.660 -0.294 -1.915 -0.779
Rb -2.09862 -0.12918 0.86853 -10.582 -2.344 4.146 1.330
O 0.32574 -1.67750 -0.26125 6.377 14.968 -1.643 -0.942
Rb -0.66331 -3.23655 -0.01303 -7.310 -13.165 1.899 1.274
Rb 1.02649 0.93053 -2.28956 1.708 0.518 -4.502 1.243
O 1.62769 0.63581 -0.07726 -3.390 -3.238 -4.071 -1.019
```
Positions in Å, forces in eV/Å.

=====

Record 2
This record from the OMol25 dataset describes a structure of composition C18H36ClFLi2NNa2O13S in a non-equilibrium geometry. The level of theory is ωB97M-V/def2-TZVPD.

Values from the calculation:
Charge   +1
2S+1   1
HOMO energy   -9.18 eV
Kohn-Sham gap   0.126 Ha

XYZ file:
```
75
Properties=species:S:1:pos:R:3:forces:R:3:lowdin_charge:R:1
O -4.31771 -2.29660 2.84467 1.313 -0.142 -2.034 0.122
C -0.30233 -1.49940 1.60346 0.631 -0.621 0.210 -0.100
S 4.71787 -3.76941 -1.06391 0.386 1.025 -0.204 0.623
C 1.50382 1.65313 -5.27204 0.211 -0.010 0.065 -0.259
Na -0.38814 0.23394 4.26946 0.194 1.053 2.300 0.516
O -2.17588 -3.43068 5.81643 1.250 -0.303 -0.521 -0.365
H 4.83403 -5.89322 -2.09745 0.867 0.035 0.336 0.067
O -3.12690 1.42992 5.35061 0.284 -0.260 -0.420 -0.405
C -3.22092 0.80803 2.58425 0.824 0.038 -2.309 0.010
H 0.75464 3.46043 3.79128 0.110 0.129 0.085 0.083
H -0.25922 4.32736 4.96923 -0.083 -0.164 0.020 0.104
C -5.62001 -0.88979 0.21517 0.618 2.691 -4.944 -0.383
Li 1.99250 -1.93293 3.73144 0.140 -0.403 0.361 0.798
O -1.45698 1.06120 6.97430 0.733 -0.298 -0.660 -0.383
C -0.37865 2.72178 -3.02455 -0.271 -0.293 -0.370 -0.298
H 0.01078 2.58069 5.16989 0.063 0.187 0.355 0.061
H -3.53916 1.26946 3.56079 0.439 -1.071 -0.559 0.116
H 2.31772 3.11884 -3.92854 -0.031 -0.063 0.031 0.106
O -1.28436 3.13925 3.65208 0.035 -0.067 0.082 -0.093
C 1.11781 0.18134 -5.34542 -0.131 0.006 -0.175 -0.116
H 4.63479 -1.74661 -4.02288 -0.110 0.081 -0.002 0.099
H -0.28632 0.10482 -0.33563 -0.792 0.517 1.120 0.090
N -0.80216 -0.12380 1.74269 -2.135 -0.848 0.259 -0.140
O 3.63672 -3.47899 -2.24227 0.237 -1.531 0.664 -0.304
C -1.94080 -0.09853 2.64557 -0.793 -2.723 1.833 -0.373
H 5.36160 -5.92494 -0.39457 -0.051 0.012 -0.068 0.114
H 3.61563 -5.84694 -0.76916 0.220 0.003 0.554 0.074
H 2.87230 -1.67245 -1.50763 0.109 -0.261 0.057 0.119
H 0.49700 4.49702 -3.93697 -0.028 0.045 -0.019 0.059
O -2.76564 3.02541 7.06149 0.181 -0.450 -0.386 -0.333
C -4.49320 -1.62290 1.84620 -1.471 0.456 2.919 -0.356
H -2.05176 0.25530 -0.02120 0.942 0.383 0.730 0.112
F -0.97354 3.00482 -0.50812 -0.006 -0.353 1.355 -0.579
O -5.65366 -0.77283 -0.99867 -1.046 -1.041 2.109 0.148
Li -2.22065 -3.24764 2.18725 -1.190 -0.213 1.659 0.754
C -4.27868 -0.06945 1.81904 -1.833 1.261 -1.785 -0.037
H 0.41279 -1.62200 0.74086 -0.933 0.488 0.833 0.108
H -2.99404 1.65853 1.87091 -0.350 -0.772 0.706 0.147
C 1.97087 2.08238 -3.88081 -0.130 0.063 0.051 -0.226
H 3.91111 -0.27749 -3.33106 -0.146 -0.120 0.000 0.068
C 4.61486 -5.54025 -1.08778 -0.057 -0.030 0.087 -0.122
O 6.01718 -3.39554 -1.52521 -0.721 -0.276 0.439 -0.215
H 0.67151 0.88661 -2.62995 0.019 -0.065 -0.024 0.076
H -2.56528 -3.12834 4.99822 -0.615 0.463 -0.284 -0.203
O -1.93099 -0.99980 3.56137 -0.055 1.959 -3.104 -0.063
H -1.11472 4.73578 -3.26374 0.078 0.009 0.065 0.074
O 4.18608 -3.29253 0.18384 0.135 -0.259 -0.630 -0.263
Cl -2.77924 1.61780 6.75095 -1.034 0.584 1.533 0.671
H 0.27555 4.60175 -2.18041 -0.106 -0.083 -0.003 0.072
H 2.33443 -2.15489 -3.11104 0.050 -0.359 0.108 0.123
H 1.35542 2.28653 -1.83070 -0.131 0.066 0.008 0.106
O -3.73626 0.93839 7.58250 0.465 0.169 -0.543 -0.317
H -5.58703 1.46536 0.68774 0.296 -1.113 0.079 0.162
C 0.91566 1.94960 -2.77547 -0.003 -0.003 -0.097 -0.240
H -0.86735 2.36779 -3.94193 0.205 -0.017 -0.181 0.096
C -0.16256 4.22429 -3.10668 0.024 0.040 -0.116 -0.114
H 0.24181 -1.88410 2.52932 -0.864 0.317 -0.778 0.025
H 2.84859 1.48718 -3.59777 0.062 0.034 -0.073 0.075
H 1.96706 -0.45631 -5.07491 0.023 -0.023 0.003 0.047
H 2.31460 1.83926 -5.98376 -0.058 0.006 -0.008 0.106
H 5.14900 -1.16492 -2.44589 -0.077 0.046 -0.025 0.081
H -1.16021 -2.23848 1.43318 1.387 1.140 -0.343 0.052
C 3.20309 -2.11450 -2.45100 -0.210 1.597 -0.463 -0.229
C 4.28399 -1.27552 -3.10209 0.393 -0.180 0.152 -0.047
H 0.28475 -0.05365 -4.67970 0.006 0.028 0.006 0.064
H 0.66195 2.26839 -5.59925 0.040 -0.015 0.089 0.105
H -1.14866 2.30623 3.19193 -0.089 0.408 -0.395 0.021
H 0.81201 -0.08092 -6.36137 0.031 -0.082 0.075 0.072
H -1.07250 2.51235 -2.20306 0.333 0.176 -0.217 0.059
C -1.03947 0.51423 0.41780 0.614 0.274 -1.607 -0.059
C -0.12524 3.38738 4.43863 0.028 -0.293 -0.374 -0.120
Na 2.99925 -5.89373 -2.74476 -1.066 0.220 -1.110 0.777
H -0.83678 1.65148 0.40519 -0.732 -0.299 -0.494 0.058
O -5.31272 -2.11941 0.80411 1.185 2.821 1.459 0.141
C -5.27095 0.43404 0.95194 2.183 -3.721 2.533 0.179
```
Positions in Å, forces in eV/Å.

=====

Record 3
This record from the OMol25 dataset describes a cluster of 2 separate species, C5H7BrS in total in a non-equilibrium geometry. The level of theory is ωB97M-V/def2-TZVPD.

Values from the calculation:
ΔE to the lowest compared entry with this formula, charge and spin   62.0 kcal per mole
2S+1   1
HOMO energy (alpha / beta)   -6.98 / -6.98 eV
Kohn-Sham gap (alpha / beta)   0.144 / 0.144 Ha

XYZ file:
```
14
Properties=species:S:1:pos:R:3:forces:R:3:lowdin_charge:R:1
H -1.72316 -1.89711 -0.72604 -1.608 -0.324 -0.002 0.112
S 1.26994 -2.91452 -2.15306 -0.399 0.225 0.772 0.992
Br -3.72029 0.36339 1.41525 0.639 -0.172 -0.286 -0.619
C -0.49805 -0.26416 -0.13476 -1.160 -0.321 0.375 0.011
H 1.41815 -0.37087 0.51656 0.842 -0.850 0.768 0.119
C 0.20377 -2.17109 -1.35436 0.400 0.045 -1.568 -0.574
H 0.32283 1.47437 1.75185 -0.190 -0.091 0.806 0.080
H -1.34204 0.16805 0.44212 -0.290 -0.107 -0.312 -0.027
H 1.23945 0.31366 -1.03891 -0.148 0.788 1.419 0.159
C 0.79534 1.63810 0.81015 0.296 2.179 -0.569 -0.089
C 0.81645 0.35719 0.03441 0.071 -0.078 -2.714 -0.230
H 1.72527 2.19836 0.93770 0.651 -1.135 0.333 0.082
H 0.29805 2.51561 0.37336 -0.874 -0.844 -0.482 0.094
C -0.80571 -1.41099 -0.87426 1.768 0.686 1.462 -0.110
```
Positions in Å, forces in eV/Å.

=====

| no. | total energy (eV) |
| --- | --- |
| 1 | -20736.7026 |
| 2 | -82650.3922 |
| 3 | -86172.4154 |